[1]
{
  "formula": "C10H12N2OS",
  "method": "ωB97M-V/def2-TZVPD",
  "elements": ["S", "O", "N", "N", "C", "C", "C", "C", "C", "C", "C", "C", "C", "C", "H", "H", "H", "H", "H", "H", "H", "H", "H", "H", "H", "H"],
  "coordinates": [[2.56635, 2.40990, 1.01115], [3.50287, 0.23723, -1.16785], [0.77011, -1.16006, 0.40607], [1.81985, -1.18971, -0.51075], [2.45335, 0.03983, -0.58848], [-0.75564, -1.60088, -1.48387], [-1.64978, -1.15770, 0.70275], [0.93208, 0.04298, 1.19241], [-0.53578, -1.34030, -0.12678], [-2.01860, -1.74719, -1.98394], [1.61721, 1.01284, 0.22906], [-2.94942, -1.28910, 0.15990], [-3.15275, -1.62454, -1.15770], [1.22052, 3.63382, 1.17018], [-0.02732, 0.46407, 1.54609], [0.49262, 3.38223, 1.92135], [1.57121, -0.17068, 2.03952], [2.35624, -2.03439, -0.51116], [-1.52685, -1.16396, 1.77252], [-3.79777, -1.19243, 0.85986], [0.89559, 1.40370, -0.46015], [0.12075, -1.63102, -2.16486], [-2.14009, -2.00741, -3.04933], [0.66271, 3.80109, 0.26143], [1.70358, 4.54757, 1.47984], [-4.13104, -1.66587, -1.54723]],
  "forces_ev_per_a": [[-0.921, -0.667, -0.741], [-0.869, -0.103, 0.421], [-1.313, -0.855, 0.323], [-0.141, 0.705, -0.161], [1.525, -0.094, -0.425], [1.575, 0.166, -0.298], [-0.491, -1.135, -0.807], [-0.166, 1.104, 0.498], [-0.456, 0.673, -0.313], [-1.277, -0.513, -0.562], [0.764, 0.268, 0.767], [0.396, -0.100, 1.399], [1.564, 0.630, -0.224], [0.224, -0.389, 0.106], [0.526, -0.524, -0.156], [-0.139, -0.320, 0.490], [0.197, 0.132, 0.300], [0.369, -0.206, -0.115], [0.018, 0.492, 0.199], [0.459, -0.017, -0.529], [-0.532, 0.561, -0.378], [-0.749, -0.162, 0.576], [0.023, 0.292, 0.628], [0.199, 0.026, -0.525], [0.140, 0.321, -0.018], [-0.925, -0.285, -0.455]],
  "mulliken_charge": [-0.007, -0.617, 0.023, -0.198, 0.185, -0.175, -0.366, -0.901, 0.316, -0.482, 0.060, -0.440, -0.601, -0.860, 0.461, 0.295, 0.281, 0.194, 0.520, 0.294, 0.270, 0.355, 0.322, 0.303, 0.344, 0.425],
  "spin_multiplicity": 1,
  "lumo_energy_ev": 0.738,
  "smiles": "CS[C@@H]1CN(c2ccccc2)NC1=O",
  "e_above_lowest_ev": 0.2922
}

---

[2]
{
  "formula": "C16H37AlBBrF5O7",
  "method": "ωB97M-V/def2-TZVPD",
  "elements": ["Br", "Al", "F", "F", "F", "F", "F", "O", "O", "O", "O", "O", "O", "O", "C", "C", "C", "C", "C", "C", "C", "C", "C", "C", "C", "C", "C", "C", "C", "C", "B", "H", "H", "H", "H", "H", "H", "H", "H", "H", "H", "H", "H", "H", "H", "H", "H", "H", "H", "H", "H", "H", "H", "H", "H", "H", "H", "H", "H", "H", "H", "H", "H", "H", "H", "H", "H", "H"],
  "coordinates": [[2.99788, -1.97578, 5.86554], [-0.30433, -3.17164, -0.09460], [0.20349, -3.53245, -2.84790], [1.98773, -4.10549, -1.67011], [2.82015, -1.94897, -2.61673], [0.85479, -1.12327, -2.93540], [1.75899, -1.03730, -0.97636], [3.24859, 0.95276, -3.75389], [0.40656, -2.59277, 1.44870], [-2.74033, 1.03535, 1.46854], [-1.30797, -1.70326, -0.31167], [-6.39862, 0.89456, 0.08945], [-2.54432, 2.27426, -3.67520], [5.81544, -0.09776, 2.61286], [5.33312, 1.36812, -2.56079], [-1.23422, -0.96921, 0.91379], [1.59809, -1.81739, -2.05857], [-5.69756, 2.06605, 0.50644], [-1.88799, -0.02540, -4.21441], [0.94410, -3.18273, -1.71915], [-3.94238, -1.21798, 1.22847], [1.86093, -1.14347, 4.50991], [-3.00645, 0.93500, -3.86251], [0.63337, -1.98429, 4.19741], [-6.64168, 3.22384, 0.77721], [-0.70781, -1.92197, 2.00887], [4.84131, 1.72299, 1.30314], [3.96751, 1.88977, -2.96917], [-0.34852, -1.19670, 3.30638], [6.09303, 1.08522, 1.87468], [-2.64783, -0.34004, 1.22407], [-6.09282, 4.09909, 1.12850], [5.38203, -0.72642, 2.02790], [1.58826, -0.16444, 4.91221], [-2.26865, -1.04181, -4.31974], [-7.18680, 3.50524, -0.12805], [5.87459, 2.10807, -1.96758], [4.13107, 1.94946, 2.09860], [-0.42168, -0.21977, 0.82164], [-4.76492, -0.71622, 0.70977], [4.06173, 2.78886, -3.57846], [0.92743, -2.91275, 3.70754], [-1.27859, -1.02397, 3.86485], [-1.41371, 0.26393, -5.15683], [3.38791, 2.14937, -2.07514], [-4.94946, 2.34875, -0.24122], [5.08023, 2.64460, 0.76930], [6.80610, 0.86865, 1.07010], [0.14918, -2.22174, 5.15287], [-3.78327, 0.92091, -4.63726], [-2.11686, 2.55003, -4.49025], [-1.12865, -0.01961, -3.43823], [2.49736, -0.99764, 3.63711], [-4.26146, -1.49042, 2.24433], [5.22630, 0.46051, -1.96208], [-3.47032, 0.65020, -2.91897], [-6.86619, 1.08741, -0.72757], [4.34919, 1.04192, 0.60477], [-1.49241, -2.66729, 2.24086], [6.58086, 1.75887, 2.57886], [-2.16833, 1.47237, 0.82593], [-7.37533, 2.94365, 1.53425], [0.05670, -0.20139, 3.07874], [-5.16548, 1.77551, 1.40708], [-1.20435, -4.47541, 0.11411], [-3.71296, -2.14814, 0.69967], [3.14040, 0.16191, -3.21664], [5.92786, 1.11769, -3.43999]],
  "forces_ev_per_a": [[0.018, -0.018, 0.010], [-0.414, 0.518, 0.328], [0.304, 0.028, 0.160], [-0.232, 0.271, 0.025], [0.256, 0.079, -0.094], [0.102, -0.034, 0.170], [0.073, -0.201, -0.009], [0.157, 0.144, 0.013], [-0.140, -0.196, -0.101], [-0.392, -0.349, -0.670], [0.026, -0.151, 0.114], [-0.056, 0.058, 0.038], [-0.089, -0.031, 0.034], [0.037, 0.093, 0.012], [0.024, -0.027, -0.040], [0.212, -0.047, -0.337], [-0.338, -0.050, -0.248], [-0.182, -0.009, -0.076], [-0.026, 0.169, 0.008], [0.053, -0.180, 0.020], [0.114, -0.252, 0.053], [-0.114, 0.135, -0.234], [0.002, -0.008, -0.075], [-0.114, 0.226, 0.396], [-0.049, -0.066, -0.001], [0.316, -0.050, 0.018], [-0.064, -0.079, 0.043], [-0.075, -0.083, 0.089], [-0.093, -0.042, 0.057], [-0.031, -0.101, -0.054], [0.076, 0.301, 0.147], [0.011, 0.004, -0.007], [-0.051, -0.042, -0.005], [0.058, -0.197, 0.003], [0.014, -0.011, 0.018], [0.035, 0.026, -0.010], [-0.001, -0.007, 0.013], [0.014, 0.029, 0.014], [-0.202, 0.149, 0.007], [0.004, -0.046, 0.229], [0.005, 0.014, -0.008], [-0.004, 0.082, 0.016], [0.120, 0.093, -0.091], [-0.021, -0.028, -0.021], [0.017, 0.080, -0.005], [0.025, -0.020, 0.021], [0.003, -0.003, -0.010], [0.025, 0.046, 0.008], [0.088, -0.110, -0.175], [-0.033, -0.029, 0.039], [0.089, 0.010, -0.017], [-0.008, -0.051, 0.056], [-0.076, -0.060, 0.063], [-0.059, 0.134, -0.115], [0.013, 0.015, 0.036], [0.003, -0.006, 0.022], [0.018, 0.042, -0.060], [-0.001, 0.027, -0.039], [-0.042, 0.067, -0.004], [0.019, 0.011, 0.003], [0.407, 0.161, 0.525], [0.015, 0.010, 0.023], [0.050, -0.122, -0.094], [0.083, 0.015, 0.008], [0.214, -0.212, -0.201], [-0.069, 0.022, 0.085], [-0.122, -0.166, -0.112], [-0.003, 0.026, -0.012]],
  "mulliken_charge": [-0.243, 0.511, -0.310, -0.329, -0.329, -0.227, -0.246, -0.494, -0.704, -0.603, -0.645, -0.545, -0.524, -0.497, -0.966, -0.057, 0.620, 0.092, -0.956, 0.658, -0.964, -0.782, -0.179, -0.448, -1.197, 0.505, -0.717, -0.210, -0.851, -0.289, 0.688, 0.329, 0.284, 0.410, 0.316, 0.336, 0.307, 0.301, -0.126, 0.198, 0.310, 0.350, 0.266, 0.398, 0.213, 0.140, 0.332, 0.247, 0.393, 0.276, 0.284, 0.246, 0.404, 0.289, 0.261, 0.168, 0.289, 0.050, 0.116, 0.291, 0.260, 0.304, 0.362, 0.241, -0.508, 0.318, 0.261, 0.321],
  "total_charge": -1,
  "spin_multiplicity": 1,
  "lumo_energy_ev": 2.493
}

---

[3]
{
  "formula": "C6H12BrN2O2",
  "method": "ωB97M-V/def2-TZVPD",
  "elements": ["Br", "O", "O", "N", "N", "C", "C", "C", "C", "C", "C", "H", "H", "H", "H", "H", "H", "H", "H", "H", "H", "H", "H"],
  "coordinates": [[0.01630, -0.90841, -2.54177], [-0.36824, 2.20348, -0.50954], [-2.91511, 2.53990, -0.50034], [-1.27512, 1.21242, -0.31642], [-2.53380, 1.40792, -0.16770], [-1.92630, -1.09782, 0.22607], [1.72218, -0.44738, -0.20540], [0.39759, -0.45452, -0.77351], [-0.39153, 0.14629, 1.64121], [-0.73069, -0.12741, 0.13248], [3.03630, -0.78645, -1.00624], [2.77412, -1.59661, -1.78561], [-1.73238, -1.88808, 0.91281], [1.63181, -1.25556, 0.50905], [-2.19017, -1.41264, -0.80677], [-1.22464, 0.83195, 1.95909], [-2.78523, -0.67768, 0.77555], [0.54615, 0.69346, 1.90189], [-0.26838, -0.74845, 2.15824], [3.83262, -1.03526, -0.35793], [-0.76872, 3.01183, -0.24597], [1.72431, 0.34885, 0.49452], [3.42893, 0.04019, -1.49371]],
  "forces_ev_per_a": [[0.450, 0.496, 1.534], [1.636, -1.452, -0.758], [0.678, -0.978, 0.968], [0.644, -2.089, -0.398], [-1.720, 2.006, -1.384], [-0.462, -0.031, -1.198], [1.383, -1.227, -2.004], [0.153, -0.598, -1.281], [0.697, 2.432, -0.718], [-1.557, 2.510, 2.652], [-2.950, -1.365, -0.771], [0.786, 1.141, 1.395], [0.943, -1.184, -0.138], [-0.400, -0.855, 0.746], [-0.267, -0.103, 0.967], [0.760, -1.257, 0.259], [0.463, 0.490, -0.881], [-0.693, -0.031, -0.680], [-0.456, -1.565, 1.129], [0.472, -0.950, 0.924], [-1.206, 1.588, 0.426], [0.408, 1.236, 0.519], [0.239, 1.785, -1.305]],
  "mulliken_charge": [0.140, -0.415, -0.571, 0.641, -0.155, -1.261, -0.216, -0.234, -1.652, 1.152, -1.353, 0.347, 0.387, 0.449, 0.392, 0.432, 0.437, 0.414, 0.475, 0.403, 0.381, 0.408, 0.398],
  "total_charge": 1,
  "spin_multiplicity": 1,
  "lumo_energy_ev": -6.883,
  "e_above_lowest_ev": 2.1183
}